{
  "formula": "C38H48BN7O7PbS5",
  "method": "ωB97M-V/def2-TZVPD",
  "total_energy_ha": -4595.43924,
  "spin_multiplicity": 2,
  "charge": -1,
  "de_lowest_kcal_mol": 73.9,
  "symbols": ["Pb", "C", "C", "C", "C", "N", "N", "B", "N", "N", "C", "C", "C", "C", "C", "S", "C", "C", "C", "C", "N", "N", "C", "C", "C", "C", "C", "S", "C", "C", "C", "C", "C", "S", "C", "C", "C", "C", "H", "H", "H", "H", "H", "H", "H", "H", "H", "H", "H", "H", "H", "H", "H", "H", "H", "H", "H", "H", "H", "H", "H", "H", "H", "H", "H", "H", "H", "H", "H", "H", "H", "H", "H", "H", "H", "H", "H", "O", "S", "O", "O", "C", "C", "C", "C", "C", "C", "S", "O", "O", "O", "H", "H", "H", "H", "O", "N", "C", "C", "C", "C", "C", "H", "H", "H", "H", "H"],
  "xyz": [[13.301789, 12.911810, 16.979319], [9.728788, 11.474296, 12.855880], [10.005200, 12.923746, 12.431170], [9.948433, 13.347622, 11.130967], [10.531457, 14.609152, 10.774289], [11.180442, 15.268872, 11.680080], [11.219454, 14.867371, 13.008986], [12.046491, 15.860321, 13.864153], [13.138565, 16.632977, 13.242261], [12.934197, 18.007908, 13.115265], [13.436392, 18.565240, 12.028073], [14.423418, 17.923185, 11.248114], [14.906460, 16.695591, 11.628688], [16.011373, 16.080965, 10.784949], [14.249290, 16.009855, 12.732048], [14.711502, 14.487684, 13.241629], [12.964241, 19.962861, 11.770344], [12.897014, 20.226530, 10.257835], [14.144790, 20.879290, 12.320981], [11.600511, 20.262656, 12.483308], [11.277550, 16.557549, 14.902927], [10.043678, 16.909734, 14.367124], [9.191809, 17.408364, 15.216212], [9.517108, 17.516599, 16.613539], [10.718335, 17.097762, 17.125905], [11.015613, 17.081346, 18.616221], [11.728566, 16.776830, 16.161704], [13.362423, 16.591673, 16.639969], [7.789579, 17.678025, 14.776061], [6.918791, 16.459911, 14.999604], [7.875643, 17.952426, 13.288216], [7.190225, 18.880555, 15.580691], [10.462791, 13.850372, 13.467482], [10.269886, 13.555353, 15.133382], [10.356352, 15.095872, 9.384670], [11.342260, 14.312455, 8.504397], [8.901891, 15.034049, 8.903958], [10.789122, 16.538950, 9.367212], [9.592836, 10.853148, 11.946293], [8.806126, 11.399208, 13.440098], [10.524225, 11.142105, 13.505133], [9.674027, 12.668754, 10.285878], [14.828026, 18.428561, 10.369495], [15.684863, 15.550366, 9.834753], [16.657867, 15.349837, 11.319667], [16.708194, 16.861726, 10.456329], [13.866075, 20.159196, 9.756440], [12.417981, 21.224367, 9.992508], [12.239480, 19.474120, 9.768857], [15.066324, 20.719031, 11.756756], [14.286473, 20.475262, 13.349274], [13.856240, 21.965375, 12.300254], [10.842982, 19.533343, 12.249591], [11.278662, 21.283090, 12.280914], [11.734212, 20.127180, 13.583335], [8.722067, 17.944158, 17.303931], [10.129907, 17.342506, 19.231929], [11.697629, 17.872622, 18.853815], [11.484024, 16.139186, 18.929993], [7.374846, 15.604464, 14.457704], [5.872320, 16.650091, 14.571801], [6.782077, 16.189772, 16.062076], [8.488579, 17.270758, 12.725161], [8.315955, 18.967124, 13.035248], [6.861694, 17.883093, 12.773542], [7.057750, 18.654205, 16.660954], [6.176272, 19.134785, 15.206403], [7.825272, 19.775892, 15.559768], [11.065593, 13.227263, 8.551146], [12.397932, 14.479944, 8.813805], [11.352330, 14.642831, 7.445614], [8.341532, 14.138503, 9.146646], [8.842821, 15.174780, 7.837981], [8.304253, 15.867510, 9.426683], [11.840018, 16.673563, 9.685626], [10.165196, 17.187185, 9.995985], [10.829025, 16.983547, 8.353340], [11.734479, 13.271900, 19.199564], [11.923792, 11.863869, 19.552891], [10.728612, 11.302172, 20.130668], [12.542986, 11.149099, 18.407639], [13.253594, 11.537301, 20.740356], [12.868484, 10.887050, 21.943603], [13.835448, 10.402442, 22.831732], [15.209308, 10.574116, 22.634019], [15.646652, 11.212680, 21.485463], [14.677633, 11.704872, 20.548920], [15.602578, 12.468670, 19.181008], [16.918365, 12.716747, 19.770541], [15.433874, 11.625348, 17.938531], [14.801355, 13.740541, 18.946738], [11.772988, 10.666859, 22.094383], [13.441848, 9.964495, 23.766315], [15.920011, 10.186157, 23.404182], [16.704568, 11.404337, 21.283723], [12.843954, 11.398778, 15.171646], [13.601657, 10.339131, 14.844359], [13.934068, 10.190546, 13.519844], [14.682681, 9.047414, 13.205778], [14.952664, 8.105589, 14.227101], [14.526417, 8.300551, 15.544951], [13.897934, 9.462169, 15.910851], [13.633464, 11.033859, 12.887764], [15.007306, 8.837000, 12.169550], [15.526895, 7.201019, 14.041039], [14.824661, 7.556730, 16.329997], [13.483046, 9.633486, 16.887150]],
  "forces_ev_per_a": [[0.1, 1.3, 0.1], [-0.9, 0.9, -1.0], [-0.2, -0.5, 0.2], [0.5, -0.9, -0.2], [-1.0, -1.5, 2.2], [0.3, 0.6, 0.2], [0.7, 1.5, -1.1], [0.1, -0.2, -0.4], [0.4, 0.4, 0.0], [-0.5, -1.1, -1.6], [-0.5, -0.8, 1.8], [0.3, -0.5, -0.3], [-0.2, 0.1, -0.4], [0.8, -0.8, -0.3], [0.2, 0.3, -1.2], [-0.1, -0.6, 0.1], [0.8, 1.7, -0.2], [-1.6, 0.2, -0.8], [-1.5, -0.3, 0.8], [1.6, -0.2, 0.9], [-0.7, 0.4, -0.9], [0.5, -0.1, 1.7], [0.9, -0.5, 1.5], [-0.8, 0.3, 1.0], [-0.8, 0.8, 0.2], [-0.7, 0.2, -0.3], [0.6, -0.5, 0.7], [-0.9, -0.3, -0.6], [-0.2, 1.2, 0.0], [-1.3, -0.8, -0.5], [-1.5, 1.7, -1.9], [-0.4, -0.1, 0.1], [0.4, -1.1, 0.4], [0.0, 0.1, -0.6], [1.0, 1.0, -0.7], [0.2, -0.8, -0.6], [-0.9, 1.1, 1.3], [1.1, 1.7, -0.7], [0.3, 0.2, 0.5], [0.1, 0.1, 0.0], [0.3, -0.2, 0.1], [0.0, 0.5, 1.0], [-0.1, -0.2, 0.3], [-0.1, 0.6, 1.2], [-0.8, 0.4, -0.1], [-0.3, 0.1, 0.0], [-0.1, 0.2, 0.2], [0.7, -1.0, 0.6], [0.3, 0.3, 0.2], [-0.1, 0.0, 0.0], [0.2, 0.9, -0.4], [0.3, -1.0, 0.2], [-0.3, -0.2, -0.5], [-0.1, 0.0, -0.1], [0.0, 0.3, -0.8], [1.2, -0.9, -0.9], [0.2, -0.6, -0.6], [0.8, 0.4, 0.0], [-0.3, 0.2, -0.1], [-0.4, 0.3, 0.4], [1.4, -0.2, 0.5], [0.3, 0.1, -0.4], [0.3, -0.6, 0.2], [-0.6, -0.9, 0.5], [1.0, 0.3, 0.8], [0.0, -0.1, -0.7], [0.6, -0.1, 0.0], [-0.1, -0.2, -0.3], [0.6, 0.8, -0.2], [-0.7, -0.4, 0.3], [-0.5, -0.2, 0.4], [0.2, -0.4, 0.0], [0.0, 0.2, -0.4], [0.9, -1.0, -0.9], [-0.5, -0.3, 0.3], [0.1, -0.2, -0.1], [-0.5, -0.4, 0.2], [0.8, -0.3, 0.0], [-0.2, 0.5, 0.6], [0.5, -0.5, -0.2], [-0.5, -0.3, -0.6], [1.6, -0.2, 1.3], [-0.3, -0.1, -1.0], [-0.6, 0.3, 0.7], [-0.2, -0.5, 0.6], [-1.4, 0.3, -0.3], [0.5, -1.0, 0.5], [-2.1, 2.4, -0.5], [-0.9, -0.6, -1.7], [0.8, 0.6, 1.5], [1.2, -1.8, 0.0], [1.4, 0.5, -0.1], [0.5, 0.0, -0.6], [-0.6, 0.4, -0.8], [-0.6, -0.2, 0.2], [0.9, -1.2, -0.8], [-1.1, 0.7, 1.6], [0.7, -0.8, 1.8], [-0.2, -0.6, 0.3], [-0.1, 0.5, -0.4], [1.1, -0.5, 0.5], [-0.4, 0.1, -3.1], [0.1, -0.5, 0.3], [-0.2, 0.3, 0.8], [-0.1, 0.2, -0.3], [-0.5, 0.8, -0.9], [-0.1, 0.7, 0.1]]
}